Computed, not measured: a 2-piece molecular cluster, C2H8N2 overall in a non-equilibrium geometry, with the ωB97M-V functional and the def2-TZVPD basis.

## Properties
HOMO level (spin up / spin down): -13.4033 / -13.3857 eV
2S+1: 2
total charge: +1

XYZ file:
```
12
Properties=species:S:1:pos:R:3:forces:R:3
N -2.304187 1.938445 -1.323342 -0.38 -0.44 0.40
H -2.806564 1.160993 -0.903825 -0.39 0.13 -0.27
H -2.213654 1.760101 -2.313697 0.03 -0.04 -0.11
H -1.399115 1.871504 -0.901397 0.73 0.36 -0.03
C 0.908573 0.401818 0.941491 0.09 0.41 0.34
C 0.732590 -1.926607 0.096498 -0.34 -0.25 0.40
N 1.288211 -0.943892 0.605264 -0.90 0.62 -0.66
H 1.410478 1.111925 0.283215 0.43 -0.14 0.04
H 1.076553 0.635566 1.987355 0.36 -0.15 0.02
H -0.152365 0.586957 0.723014 -0.09 -0.62 -0.09
H -0.357909 -1.971720 0.249770 -0.02 0.00 -0.16
H 1.182020 -2.774070 -0.418168 0.49 0.12 0.14
```
Positions in Å, forces in eV/Å.

***

Computed, not measured: a 2-piece molecular cluster, C2H8N2O overall in a non-equilibrium geometry, with the ωB97M-V functional and the def2-TZVPD basis.

## Properties
HOMO level: -8.9705 eV
SMILES: C=O.NCN
total charge: 0

XYZ file:
```
13
Properties=species:S:1:pos:R:3:forces:R:3
C -0.573609 -2.429081 -2.408012 0.99 0.25 0.23
O -0.497233 -1.681843 -3.335655 -0.52 0.26 -0.54
H 0.373198 -2.753770 -1.946024 -0.13 -0.38 0.31
H -1.513397 -2.762584 -1.960270 -0.34 -0.12 -0.01
N -0.178723 1.755639 2.809015 0.57 0.02 0.28
C 0.544293 1.759804 1.565370 -0.09 -0.97 -1.48
N 0.618489 0.480379 0.808546 1.28 0.67 0.00
H 0.356545 1.159752 3.426939 0.08 0.09 0.37
H -1.060674 1.284917 2.746962 -0.63 0.01 -0.38
H 1.562819 2.083674 1.763739 0.10 -0.09 0.04
H 0.172698 2.439010 0.800209 -0.57 0.56 0.65
H -0.121770 -0.179851 0.846041 -0.70 -0.15 0.34
H 1.514665 0.024729 0.846544 -0.04 -0.14 0.19
```
Positions in Å, forces in eV/Å.

***

Computed, not measured: one molecule with the formula C2H8N2O in a non-equilibrium geometry, with the ωB97M-V functional and the def2-TZVPD basis.

## Properties
HOMO level: -8.7733 eV
SMILES: C[C@@H](N)NO
total charge: 0

XYZ file:
```
13
Properties=species:S:1:pos:R:3:forces:R:3
C 0.733144 1.099212 0.298728 -0.14 -0.28 -0.26
C 0.318357 -0.173971 -0.426110 -1.18 -0.13 0.65
N 0.599100 -1.337549 0.388380 -1.09 -0.09 -0.79
N -1.127834 -0.177650 -0.691795 -0.10 1.43 -1.10
O -1.993430 0.066201 0.417084 0.55 -0.64 0.34
H 0.331934 1.090648 1.309665 -0.01 -0.03 0.05
H 1.817827 1.150589 0.354593 0.09 0.10 0.02
H 0.355676 1.968603 -0.234292 0.10 0.12 -0.06
H 0.773341 -0.206924 -1.435251 -0.16 0.03 0.24
H 1.561773 -1.342332 0.700482 -0.11 -1.11 -0.35
H 0.091900 -2.119039 -0.111164 1.99 0.52 1.36
H -1.450125 -1.039889 -1.124382 0.00 0.19 0.39
H -2.011664 1.022102 0.554061 0.07 -0.13 -0.49
```
Positions in Å, forces in eV/Å.

***

Computed, not measured: a 2-piece molecular cluster, C2H8N2O overall in a non-equilibrium geometry, with the ωB97M-V functional and the def2-TZVPD basis.

## Properties
HOMO level: -9.3624 eV
SMILES: [H]/N=C/N.CO
total charge: 0

XYZ file:
```
13
Properties=species:S:1:pos:R:3:forces:R:3
H 2.258970 -0.080637 0.716108 0.30 0.57 0.03
N 1.388876 0.383092 0.488649 0.12 -0.64 -0.25
C 1.405591 1.071167 -0.594163 -0.53 -0.20 1.44
N 0.234214 1.490551 -1.125380 0.93 0.44 -0.45
H 2.320755 1.445092 -1.040860 0.06 -0.25 -0.56
H 0.313128 2.169496 -1.861057 -0.52 0.08 0.11
H -0.605213 1.344278 -0.581869 -0.13 -0.11 -0.19
C -1.433866 -1.627170 0.552513 1.44 0.78 0.41
O -1.245446 -0.239858 0.845064 -1.30 0.31 -0.26
H -2.113728 -1.806969 -0.290254 0.11 0.31 0.31
H -0.415265 -1.972538 0.301982 -0.57 -0.63 -0.09
H -1.782099 -2.092244 1.472808 -0.17 -0.51 -0.20
H -0.325914 -0.084261 1.116461 0.26 -0.16 -0.31
```
Positions in Å, forces in eV/Å.

***

Computed, not measured: a 2-piece molecular cluster, C2H8N2O overall in a non-equilibrium geometry, with the ωB97M-V functional and the def2-TZVPD basis.

## Properties
HOMO level: -9.4866 eV
SMILES: CC(N)=O.N
total charge: 0

XYZ file:
```
13
Properties=species:S:1:pos:R:3:forces:R:3
C -0.662225 -1.070220 -1.992063 -1.70 0.69 -0.41
C -0.577545 -0.171194 -0.760129 -0.22 -0.29 0.57
N 0.671186 0.329265 -0.527756 -0.12 -0.19 -1.38
O -1.518844 -0.025277 0.022579 1.01 -0.20 -0.81
H -0.345333 -2.066229 -1.717719 0.17 -0.25 0.12
H -0.056357 -0.721434 -2.844084 -0.23 -0.09 0.36
H -1.756106 -1.125915 -2.279487 1.33 0.04 0.16
H 1.304560 0.444734 -1.327057 -0.43 -0.18 0.97
H 0.842197 0.764175 0.357943 0.19 0.40 0.49
N 0.648673 0.906783 2.485604 -0.07 0.03 0.90
H 1.293041 1.276677 3.203188 -0.45 -0.22 -0.54
H 0.358533 -0.016897 2.832516 0.19 0.41 -0.31
H -0.201778 1.475530 2.546471 0.33 -0.17 -0.11
```
Positions in Å, forces in eV/Å.

***

Computed, not measured: a 2-piece molecular cluster, C2H8N2O overall in a non-equilibrium geometry, with the ωB97M-V functional and the def2-TZVPD basis.

## Properties
HOMO level: -8.1055 eV
SMILES: NC=O.CN
total charge: 0

XYZ file:
```
13
Properties=species:S:1:pos:R:3:forces:R:3
N 1.648462 1.827137 -0.001990 -0.18 -1.12 -0.44
C 0.537399 1.359230 -0.700808 -2.06 5.71 0.55
O -0.605024 1.626580 -0.285323 2.24 -0.80 -0.80
H 2.519701 1.929057 -0.497001 -0.05 -0.06 0.15
H 1.476159 2.419384 0.796692 -0.04 -0.20 -0.05
H 0.690360 1.373926 -1.797662 0.28 -1.45 0.14
C -1.330555 -1.964538 0.330603 0.72 -0.48 -0.57
N -0.483123 -0.795330 0.310348 2.93 1.71 -0.98
H -2.240253 -1.714582 0.888217 0.14 0.09 -0.09
H -0.885368 -2.850159 0.802975 -0.06 -0.10 -0.13
H -1.629220 -2.220876 -0.686024 -0.04 -0.07 0.05
H 0.445049 -0.420950 -0.402588 -3.85 -3.26 2.46
H -0.143585 -0.568878 1.242562 -0.04 0.01 -0.29
```
Positions in Å, forces in eV/Å.

***

Computed, not measured: a 2-piece molecular cluster, C2H8N2O overall in a non-equilibrium geometry, with the ωB97M-V functional and the def2-TZVPD basis.

## Properties
HOMO level (spin up / spin down): -12.3193 / -12.3192 eV
2S+1: 2
total charge: +1

XYZ file:
```
13
Properties=species:S:1:pos:R:3:forces:R:3
O -0.420744 3.036068 -3.573966 -0.63 -1.03 -0.28
C 0.027399 2.189780 -2.841683 1.25 2.38 -0.33
H 0.191800 1.143161 -3.118455 -0.45 -0.30 0.05
H 0.535320 2.646302 -1.965138 -0.17 -1.04 0.54
N 0.308212 -0.699931 2.849846 -1.55 -2.88 0.01
C 0.297861 -1.309617 1.466467 1.77 1.94 -1.09
N -0.288928 -2.610218 1.372288 0.26 0.49 2.96
H -0.618468 -0.865128 3.268284 0.06 0.91 0.13
H 0.962861 -1.136182 3.506456 0.42 0.41 -0.13
H -0.109934 -0.540721 0.814063 -0.44 -0.44 -0.09
H 1.361438 -1.387407 1.234342 -0.16 -0.12 -0.29
H 0.262991 -3.226869 1.981309 0.00 -0.45 -0.69
H -1.245045 -2.709068 1.719692 -0.36 0.13 -0.79
```
Positions in Å, forces in eV/Å.

***

Computed, not measured: a 2-piece molecular cluster, C2H8N2O2 overall in a non-equilibrium geometry, with the ωB97M-V functional and the def2-TZVPD basis.

## Properties
HOMO level (spin up / spin down): 0.5590 / -3.4648 eV
2S+1: 2
total charge: -1

XYZ file:
```
14
Properties=species:S:1:pos:R:3:forces:R:3
O -1.718904 0.002573 -3.089440 0.28 -0.53 0.05
C -0.931370 -0.660070 -2.316221 -0.41 0.64 -0.29
N -0.836714 -0.330435 -0.947316 0.66 0.89 1.16
C -0.656350 1.064011 -0.522718 -0.30 -2.07 -0.71
N 0.709228 1.218436 0.001424 0.23 0.42 -0.13
H -0.641994 -1.699959 -2.494708 -0.11 -0.10 -0.17
H -1.207076 -0.884352 -0.174236 -0.20 -0.40 -0.43
H -1.391178 1.194870 0.269296 0.06 0.79 0.05
H -0.855473 1.625670 -1.435580 -0.21 0.50 0.27
H 1.296134 0.935938 -0.784833 0.08 -0.07 0.21
H 0.910900 2.208358 0.148498 -0.05 -0.09 0.00
H 2.513274 -1.464664 3.909681 1.57 -0.01 -0.09
H 1.210200 -1.894058 3.393379 -0.56 -0.16 -0.44
O 1.599322 -1.316323 4.042769 -1.03 0.20 0.53
```
Positions in Å, forces in eV/Å.

***

Computed, not measured: a 2-piece molecular cluster, C2H8N2O2 overall in a non-equilibrium geometry, with the ωB97M-V functional and the def2-TZVPD basis.

## Properties
HOMO level: -8.6214 eV
SMILES: C=[N+](C)[O-].NO
total charge: 0

XYZ file:
```
14
Properties=species:S:1:pos:R:3:forces:R:3
C -0.714189 0.816814 -0.813107 -0.58 -4.52 0.53
N -0.485823 -0.516939 -0.466518 -0.42 3.87 -1.59
C -1.326140 -1.152142 0.547696 0.13 -0.06 0.63
O 0.412461 -1.232729 -0.978658 -0.08 0.14 0.07
H -1.667235 1.157461 -0.449553 0.10 0.44 0.22
H -0.297525 1.184987 -1.738416 0.25 -0.15 0.12
H -1.937782 -1.911994 0.067439 0.05 0.02 -0.10
H -1.945875 -0.415607 1.054799 0.03 -0.02 -0.13
H -0.662717 -1.626210 1.277220 -0.11 0.09 -0.21
N 1.847979 1.349389 0.392664 -1.96 1.25 -1.46
O 1.710940 0.143232 1.093543 -0.24 -0.54 0.32
H 2.549460 1.188516 -0.332096 -0.34 0.17 -0.03
H 0.845531 1.616640 -0.119133 3.22 -1.13 1.61
H 1.670915 -0.601419 0.464119 -0.04 0.44 0.01
```
Positions in Å, forces in eV/Å.

***

Computed, not measured: C2H8N2O2 as an isolated structure in a non-equilibrium geometry, with the ωB97M-V functional and the def2-TZVPD basis.

## Properties
HOMO level: -8.0572 eV
total charge: 0

XYZ file:
```
14
Properties=species:S:1:pos:R:3:forces:R:3
C -1.712298 0.809080 -0.392682 2.64 -0.73 -2.74
N 0.285456 -0.120186 1.053375 0.25 -0.50 -2.50
O 0.948929 0.712931 1.954962 0.29 0.32 -0.14
H 1.525262 1.237409 1.359577 -0.20 -0.26 0.19
H -0.319820 -0.825763 1.458883 0.68 0.33 0.05
H -1.295671 1.750147 -0.057256 -0.19 0.18 0.09
H -2.318099 0.909153 -1.286024 -0.21 0.37 -0.09
H -2.295853 0.321036 0.375794 0.59 -0.58 0.13
N 1.051788 -1.551083 -0.707777 -0.96 0.88 -0.59
C 0.868649 -0.219872 -0.325644 4.02 -1.10 5.81
O 1.740820 0.620327 -0.577670 -1.79 -0.30 -0.69
H 1.787808 -1.697865 -1.382210 -0.44 -0.03 -0.25
H 0.298088 -2.212215 -0.611491 0.18 -0.03 -0.16
H -0.565058 0.266902 -0.861837 -4.86 1.44 0.91
```
Positions in Å, forces in eV/Å.

***

Computed, not measured: a 2-piece molecular cluster, C2H8N2O2 overall in a non-equilibrium geometry, with the ωB97M-V functional and the def2-TZVPD basis.

## Properties
HOMO level: -10.1820 eV
SMILES: [H]/N=N/OC.CO
total charge: 0

XYZ file:
```
14
Properties=species:S:1:pos:R:3:forces:R:3
H -0.702402 2.248767 0.171548 0.24 -0.34 0.33
N -1.285243 1.436619 -0.032973 -0.21 -1.18 0.08
N -0.836149 0.436994 0.562387 0.40 1.99 -0.31
O -1.514672 -0.684343 0.367004 -0.13 -0.67 0.12
C -2.650909 -0.633005 -0.490076 -0.25 0.43 -0.26
H -3.102188 -1.618177 -0.434826 0.08 -0.01 0.06
H -2.338125 -0.400765 -1.510616 -0.08 -0.02 0.06
H -3.338723 0.144400 -0.147376 -0.02 -0.17 -0.10
C 2.856605 -0.288129 0.500210 0.06 0.06 0.31
O 2.303851 -0.098788 -0.779709 -0.19 0.12 -0.42
H 3.628920 -1.046609 0.399442 0.01 -0.04 0.07
H 2.103456 -0.627163 1.218983 0.09 -0.03 0.00
H 3.320310 0.630611 0.877320 0.01 -0.06 0.05
H 1.555263 0.499584 -0.701312 -0.01 -0.08 0.00
```
Positions in Å, forces in eV/Å.

***

Computed, not measured: a 2-piece molecular cluster, C2H8N2O3 overall in a non-equilibrium geometry, with the ωB97M-V functional and the def2-TZVPD basis.

## Properties
HOMO level: -8.4502 eV
SMILES: C/C(=N/O)NO.O
total charge: 0

XYZ file:
```
15
Properties=species:S:1:pos:R:3:forces:R:3
C 1.348076 0.322574 -1.756055 -0.81 -1.49 -0.09
C 0.148809 0.154262 -0.753680 0.90 0.89 -0.79
N 0.316336 -0.562524 0.252445 -0.57 -1.82 2.12
O -0.920913 -0.659686 1.039316 1.44 0.38 -0.77
N -1.053854 0.827549 -0.944585 0.22 -0.92 -0.16
O -0.847647 1.832428 -1.836922 -0.99 1.40 -2.85
H 2.280868 -0.119117 -1.332001 -0.91 0.51 0.01
H 1.464494 1.360339 -2.030623 0.18 0.16 0.08
H 1.181400 -0.262313 -2.719821 -0.15 0.74 1.18
H -0.579877 -1.106554 1.847538 -0.12 0.29 -0.52
H -1.507266 1.252742 -0.155093 0.19 -0.59 0.72
H -1.368550 1.538708 -2.618800 0.56 0.67 0.61
O -0.060915 -1.690464 3.317029 -1.24 -0.68 0.69
H 0.483226 -1.118238 3.843578 0.61 0.50 0.27
H -0.884186 -1.769707 3.847675 0.71 -0.06 -0.53
```
Positions in Å, forces in eV/Å.

***

- Which formula does entry 12 have?
  C2H8N2O3

***

- Among the records above, which one has the lowest total charge?
  number 8

***

- total charge of number 7 (C2H8N2O)?
  +1